Below is a cluster of 9 separate species, C32H52N9O7 in total at a distorted geometry, with properties calculated with ωB97M-V with the def2-TZVPD basis set.

The geometry in ORCA input format:
```
! wB97M-V def2-TZVPD RIJCOSX def2/J DEFGRID3
* xyz 1 1
C 9.96351 -43.50228 -33.22045
C 10.28359 -42.38088 -34.16768
C 9.34769 -42.60939 -35.38997
C 9.24026 -41.34894 -36.33132
C 8.65585 -40.15342 -35.46585
C 9.60904 -39.86268 -34.29956
N 10.06525 -41.12033 -33.58648
O 10.53731 -40.90385 -32.46982
C 8.75112 -38.94031 -33.32629
C 10.88291 -39.05645 -34.83063
C 11.82878 -42.60197 -34.58113
H 9.99937 -44.47222 -33.59702
H 9.16672 -43.29346 -32.59409
H 10.62391 -43.47041 -32.41062
H 8.44241 -43.03419 -35.11999
H 9.85050 -43.37574 -35.97774
H 8.67683 -41.69305 -37.14701
H 9.90636 -41.15679 -36.95366
H 7.59202 -40.54540 -35.28426
H 8.52077 -39.28002 -36.12875
H 9.23447 -38.81611 -32.46549
H 7.80335 -39.51174 -33.03071
H 8.32258 -38.15499 -33.47559
H 11.36026 -39.67874 -35.49411
H 11.56407 -38.64481 -33.94265
H 10.64205 -38.17469 -35.38565
H 12.30522 -42.58417 -33.57622
H 12.34466 -41.63341 -34.84887
H 12.01173 -43.40871 -35.18799
N 14.23403 -42.10171 -31.55395
C 14.23123 -41.02066 -32.42080
C 13.65561 -39.87368 -31.81434
C 13.22443 -40.31693 -30.42492
C 13.54749 -41.79668 -30.40708
H 14.62837 -43.04374 -31.41251
H 14.76572 -41.21051 -33.40536
H 13.50788 -39.02108 -32.32621
H 12.76503 -39.39059 -29.81606
H 13.39408 -42.52279 -29.64961
N 4.73415 -39.47154 -29.05835
C 3.61785 -38.84491 -29.50977
C 3.72491 -38.54500 -31.01587
C 5.03271 -39.11515 -31.44595
C 5.60440 -39.73012 -30.14596
H 5.03660 -39.54191 -28.11709
H 2.98617 -38.32246 -28.77095
H 3.09384 -37.96019 -31.61181
H 5.27320 -39.07264 -32.36788
H 6.64051 -40.05663 -30.05121
N 4.49367 -44.06157 -34.38459
C 5.34914 -43.81919 -33.45384
C 5.68880 -42.40931 -33.64271
C 4.91281 -41.76334 -34.78635
C 3.93873 -42.99844 -35.08420
H 4.10254 -44.94649 -34.27927
H 5.87083 -44.69803 -32.86488
H 6.40214 -41.72030 -33.13637
H 4.93353 -40.94041 -35.33644
H 3.08687 -42.98187 -35.58046
N 12.34640 -47.53509 -35.45957
C 12.34418 -46.57650 -36.40237
C 10.92286 -45.99403 -36.59470
C 10.12849 -46.57632 -35.44040
C 11.14877 -47.60570 -34.71240
H 13.14366 -48.03056 -35.18318
H 13.18901 -46.34256 -37.24228
H 10.59397 -45.16800 -37.33775
H 9.09097 -46.23092 -34.97797
H 10.89871 -48.26044 -33.90822
N 6.29594 -44.31896 -36.93182
C 6.59081 -45.69556 -36.76572
C 7.45621 -46.08787 -37.99148
C 7.75213 -44.77827 -38.59816
C 6.76807 -43.84086 -37.95003
H 5.66559 -43.93804 -36.20529
H 6.34453 -46.18929 -35.99756
H 7.76621 -47.06617 -38.26220
H 8.43243 -44.46782 -39.42346
H 6.30467 -42.84968 -38.17968
C 6.57466 -34.24647 -32.26949
N 7.79410 -34.93628 -32.58674
O 8.18900 -34.78465 -33.73183
O 8.11567 -35.85839 -31.89181
H 7.03501 -33.32089 -32.11277
H 6.60782 -34.34864 -31.28727
H 5.77178 -34.64423 -32.98083
C 10.97710 -34.53433 -35.12845
N 12.08239 -34.81466 -36.12963
O 12.85035 -33.88977 -36.28743
O 12.02588 -35.92980 -36.69590
H 10.40367 -35.46118 -34.83390
H 10.25906 -33.73099 -35.72779
H 11.34513 -34.06235 -34.21830
C 11.43681 -35.18345 -30.53425
N 12.26504 -35.50663 -31.81339
O 12.14712 -36.49458 -32.51017
O 12.98494 -34.58597 -32.17343
H 10.35391 -34.83958 -30.82359
H 11.99489 -34.49721 -29.99585
H 11.58559 -36.07763 -29.89004
*
```

Results
- E_HOMO: -9.402 eV
- Strongest force on any atom: 12.9 eV/A
- Energy relative to the best compared isomer or geometry (same formula, charge and spin): 60.8 kcal/mol
- Frontier orbital gap: 3.91 eV

---

Below is a cluster of 2 separate species, C2H4Cl2OS in total at a distorted geometry, with properties calculated with ωB97M-V with the def2-TZVPD basis set.

The geometry in ORCA input format:
```
! wB97M-V def2-TZVPD RIJCOSX def2/J DEFGRID3
* xyz 0 3
C -0.33841 -1.26363 -1.20311
C 0.68661 -0.42713 -1.28920
O -0.75118 1.66216 1.30871
S -0.64150 0.16373 2.02885
Cl 2.10364 -0.17231 -0.35894
Cl 0.60612 0.82586 -2.49661
H -1.05975 -1.24748 -1.92310
H -0.32179 -1.86090 -0.36543
H -0.39989 0.64221 3.41916
H 0.11615 1.67749 0.87968
*
```

Results
- E_HOMO (spin up / spin down): -5.715 / -10.001 eV
- Strongest force on any atom: 4.3 eV/A
- Energy relative to the best compared isomer or geometry (same formula, charge and spin): 58.5 kcal/mol
- Frontier orbital gap (spin up / spin down): 6.24 / 7.46 eV

---

Below is an isolated molecule of C4H4Cl2O at a distorted geometry, with properties calculated with ωB97M-V with the def2-TZVPD basis set.

The geometry in ORCA input format:
```
! wB97M-V def2-TZVPD RIJCOSX def2/J DEFGRID3
* xyz 0 1
C -0.66289 -0.49392 0.70423
C -0.87346 0.66345 -0.22227
C 1.43815 -1.37700 0.67150
C 0.05841 1.28907 -0.93069
O 0.23937 -1.39704 0.09779
Cl -0.27446 2.50131 -2.16137
Cl 1.67112 0.95602 -0.58796
H -0.26977 0.04181 1.64835
H -1.71191 -1.06669 0.90001
H -1.89103 0.83551 -0.31222
H 2.27646 -1.95253 0.19264
*
```

Results
- E_HOMO: -8.209 eV
- Strongest force on any atom: 3.0 eV/A
- Energy relative to the best compared isomer or geometry (same formula, charge and spin): 97.6 kcal/mol
- Frontier orbital gap: 8.80 eV

---

Below is a cluster of 2 separate species, CO3S3 in total at a distorted geometry, with properties calculated with ωB97M-V with the def2-TZVPD basis set.

The geometry in ORCA input format:
```
! wB97M-V def2-TZVPD RIJCOSX def2/J DEFGRID3
* xyz 0 1
O 0.12797 -1.51941 2.55096
S -0.20578 -1.35957 1.18162
O 0.21158 -2.35333 0.27349
S -1.13034 0.03241 0.19159
O 1.26646 1.01289 -0.87106
C 0.38894 1.64768 -1.31200
S -0.65884 2.53933 -2.01460
*
```

Results
- E_HOMO: -10.414 eV
- Strongest force on any atom: 2.8 eV/A
- Energy relative to the best compared isomer or geometry (same formula, charge and spin): 14.4 kcal/mol
- SMILES string: O=S(=O)=S.O=C=S
- Frontier orbital gap: 9.18 eV

---

Below is a structure of composition C6H7ErO6 at a distorted geometry, with properties calculated with ωB97M-V with the def2-TZVPD basis set.

The geometry in ORCA input format:
```
! wB97M-V def2-TZVPD RIJCOSX def2/J DEFGRID3
* xyz 2 4
Er 0.28716 2.77417 1.80183
O -1.27255 1.09027 1.55305
O -1.67016 -1.04916 1.67592
O -1.82299 0.18077 3.54647
C -1.56193 0.06517 2.38606
C -1.81252 -0.79628 0.27266
C -1.17839 0.55685 -0.02838
H -1.28369 -1.60484 -0.24219
H -2.88546 -0.68583 0.07610
H -1.81001 1.11900 -0.72463
O 0.39564 1.94713 -0.25809
O 1.13149 -0.19000 0.29944
C 1.99341 -0.92273 -0.57126
C 1.78106 -0.23470 -1.91243
O 0.43986 0.23576 -1.79403
C 0.27268 0.61408 -0.47258
H 3.01820 -0.82893 -0.19472
H 1.67086 -1.97369 -0.59409
H 1.83948 -0.91130 -2.77050
H 2.46785 0.61425 -2.04864
*
```

Results
- E_HOMO (spin up / spin down): -17.495 / -17.497 eV
- Strongest force on any atom: 6.4 eV/A
- Energy relative to the best compared isomer or geometry (same formula, charge and spin): 0.0 kcal/mol
- Frontier orbital gap (spin up / spin down): 6.21 / 5.95 eV

---

Below is a structure of composition C36H54N5O2V, with properties calculated with ωB97M-V with the def2-TZVPD basis set.

The geometry in ORCA input format:
```
! wB97M-V def2-TZVPD RIJCOSX def2/J DEFGRID3
* xyz 1 2
V -1.17912 2.17882 0.09504
C -2.29790 4.49800 -1.25821
N -2.68209 3.54027 -0.18994
C -2.90505 4.28989 1.07426
C -3.89475 2.76558 -0.58842
C -3.99434 1.46938 0.20032
N -2.76599 0.65806 0.01186
C -2.58033 -0.35567 1.10044
C -1.18772 -0.43896 1.66486
C -0.52282 -1.63505 1.82661
C 0.65359 -1.69145 2.57523
C 1.05695 -0.53625 3.23261
C 0.41707 0.70522 3.12212
C -0.65854 0.72323 2.23761
O -1.29556 1.88272 1.83414
C 0.83753 1.83353 4.07531
C 0.47775 1.34822 5.49315
C 0.11142 3.16310 3.84978
C 2.34748 2.10025 4.02336
C 1.42072 -3.00803 2.66830
C 0.52488 -4.07562 3.31136
C 1.80577 -3.44515 1.24850
C 2.69748 -2.87382 3.49699
C -2.80929 -0.05820 -1.29107
C -1.46855 -0.54745 -1.75912
C -1.19459 -1.87255 -2.04594
C -0.00153 -2.21178 -2.67573
C 0.82755 -1.17257 -3.09757
C 0.58704 0.17894 -2.86087
C -0.53748 0.43876 -2.07176
O -0.84892 1.68241 -1.56505
C 1.36612 1.27041 -3.60461
C 1.99450 2.32281 -2.69035
C 0.36377 1.96422 -4.54488
C 2.48864 0.67444 -4.45733
C 0.37566 -3.65308 -3.01215
C 1.81284 -3.93958 -2.55469
C 0.28221 -3.84516 -4.53341
C -0.55765 -4.65675 -2.33487
H -3.10934 5.20904 -1.42564
H -1.40366 5.03676 -0.94976
H -2.08816 3.95330 -2.17624
H -3.66104 5.05956 0.90823
H -3.22620 3.61515 1.86252
H -1.97129 4.75925 1.38065
H -4.78275 3.38415 -0.43641
H -3.81115 2.56512 -1.65557
H -4.09259 1.68762 1.26305
H -4.88540 0.91300 -0.10490
H -3.26190 -0.09682 1.91227
H -2.87861 -1.33741 0.73152
H -0.92843 -2.53165 1.37213
H 1.91836 -0.59130 3.88157
H -0.59071 1.13876 5.57678
H 1.02201 0.44219 5.76006
H 0.73331 2.12160 6.21946
H -0.96909 3.05745 3.95325
H 0.45052 3.87116 4.60744
H 0.33431 3.58804 2.87114
H 2.93160 1.19842 4.20599
H 2.65780 2.50876 3.06456
H 2.60525 2.82102 4.80118
H -0.37951 -4.25189 2.72643
H 1.06468 -5.02153 3.37936
H 0.22561 -3.78052 4.31893
H 0.91933 -3.60929 0.63160
H 2.42372 -2.69094 0.75792
H 2.36189 -4.38419 1.28627
H 2.48750 -2.59452 4.53154
H 3.21502 -3.83351 3.51758
H 3.37969 -2.13916 3.06430
H -3.51872 -0.88627 -1.21526
H -3.19691 0.63460 -2.03947
H -1.92901 -2.62811 -1.79597
H 1.70899 -1.43310 -3.66246
H 1.24858 2.84483 -2.09742
H 2.73834 1.87066 -2.03503
H 2.50903 3.06535 -3.30322
H -0.43077 2.45684 -3.98016
H 0.87640 2.72299 -5.13876
H -0.09276 1.24576 -5.22797
H 3.22396 0.15220 -3.84204
H 2.10854 -0.01067 -5.21660
H 3.00475 1.48372 -4.97496
H 2.53634 -3.29275 -3.05035
H 1.92308 -3.79841 -1.47992
H 2.07432 -4.97132 -2.79638
H 0.96484 -3.17814 -5.06204
H 0.54603 -4.87107 -4.79670
H -0.73015 -3.64936 -4.89238
H -0.55420 -4.53832 -1.24843
H -1.58507 -4.56767 -2.69350
H -0.22349 -5.67043 -2.55785
N 3.24980 -0.43153 -0.32206
C 2.94969 0.58367 0.13853
N 2.64609 1.74914 0.70363
C 1.58842 2.36202 0.44699
N 0.60633 3.01664 0.29668
*
```

Results
- E_HOMO (spin up / spin down): -11.201 / -11.273 eV
- Strongest force on any atom: 0.2 eV/A
- Energy relative to the best compared isomer or geometry (same formula, charge and spin): 10.1 kcal/mol
- Frontier orbital gap (spin up / spin down): 6.64 / 7.58 eV

---

> Number 1 is which compound?

C32H52N9O7